Molecular formula: C16H55BN3O12PdY
Method: DFT, ωB97M-V with the def2-TZVPD basis set

Its multiplicity is 3. The HOMO-LUMO gap (spin up / spin down) is 0.114 / 0.117 Eh. As for the expectation value of S²: 2.014. For the maximum force, the calculation gives 6.7 eV Å⁻¹.

Structure (XYZ):
```
89
Properties=species:S:1:pos:R:3:lowdin_spin:R:1
Pd 0.66 0.51 1.06 1.553
Y 3.84 0.61 3.17 0.000
O 2.93 -0.05 0.95 0.084
O -1.85 1.15 -2.36 0.001
O -1.05 4.19 2.41 0.001
O -0.32 4.78 -0.29 0.000
O 0.23 0.27 -1.04 0.051
O -3.57 0.79 2.27 0.002
O -1.31 -3.20 -4.61 0.000
O 2.45 -2.87 1.82 0.028
O -1.27 1.49 1.34 0.046
O 0.96 -2.35 4.48 -0.020
O -3.05 -2.83 1.91 0.000
O 1.50 0.63 3.39 0.075
N 1.44 -0.59 -3.49 0.002
N 1.27 2.71 0.95 0.069
N -0.43 -1.64 1.39 0.071
C 2.99 -2.55 0.52 -0.001
C -0.63 -1.95 -4.29 0.000
C -1.55 5.25 -0.82 0.000
C -1.19 -2.34 0.32 0.005
C 0.89 -1.86 -3.87 0.000
C 3.41 -1.06 0.07 0.004
C 0.27 3.77 -1.04 0.000
C 1.58 3.43 -0.34 0.005
C 0.34 0.13 4.11 0.000
C 1.28 -2.95 -2.92 0.000
C -4.46 -2.86 2.06 0.000
C -2.64 -3.05 -5.15 0.000
C -0.80 -3.88 0.39 0.004
C -2.67 -2.17 0.70 0.000
C 2.47 2.67 -1.15 0.000
C 0.38 -1.17 5.00 0.002
B 4.23 2.71 2.00 -0.001
H -1.65 4.94 2.34 0.000
H 3.18 2.14 -0.51 0.000
H -2.45 -2.70 -6.17 0.000
H 2.32 -2.78 -2.63 0.000
H 0.66 -3.00 -2.03 0.000
H -0.67 -1.33 -5.19 0.000
H -3.97 1.66 2.20 0.000
H 0.78 -0.02 -1.77 0.002
H -4.80 -3.28 3.00 0.000
H 4.76 3.16 2.83 0.000
H -0.59 0.53 -1.46 0.001
H -2.64 0.60 -2.32 0.000
H -0.62 -1.50 5.27 0.000
H -2.12 1.91 -2.88 0.000
H -1.78 5.97 -0.03 0.000
H 2.23 -2.95 -0.15 0.001
H -3.03 -1.15 0.54 0.000
H 0.77 -0.95 5.99 0.000
H -1.64 -4.53 0.12 0.001
H -1.26 2.44 1.38 0.001
H -3.25 -2.33 -4.60 0.000
H 3.74 -3.34 0.50 0.000
H 4.49 -1.01 0.01 0.004
H 1.24 -3.94 -3.38 0.000
H 0.40 -2.17 1.62 -0.001
H 3.03 3.28 -1.86 0.000
H -0.52 -4.21 1.39 0.000
H 1.37 0.03 -4.29 0.000
H -4.94 -3.48 1.30 0.000
H 3.26 2.42 2.36 0.000
H -0.76 4.20 3.32 0.000
H -2.33 4.50 -0.74 0.000
H 0.01 1.04 4.61 0.000
H -4.06 0.37 2.98 0.000
H 1.81 2.02 -1.74 0.000
H -0.40 0.01 3.31 0.000
H 2.13 2.76 1.48 0.000
H -0.39 2.92 -1.13 0.000
H 2.40 -0.81 -3.27 0.000
H -1.21 -1.45 -3.52 0.000
H 1.44 -2.04 -4.80 0.000
H 0.57 4.11 -2.03 0.000
H -3.09 -4.03 -5.26 0.000
H 0.69 3.38 1.44 0.003
H -0.04 -4.31 -0.26 0.000
H -0.91 -2.05 -0.70 0.001
H -4.91 -1.88 1.90 0.000
H 2.05 4.36 -0.05 0.003
H -2.14 1.24 1.64 0.002
H 4.17 3.39 1.16 0.000
H 4.77 1.82 1.71 0.000
H 3.03 -0.91 -0.94 0.000
H -3.19 -2.71 -0.09 0.000
H -1.23 5.78 -1.71 0.000
H -1.04 -1.84 2.16 0.003
```

=====

Molecular formula: C16H55O16
Method: DFT, ωB97M-V with the def2-TZVPD basis set

Its multiplicity is 1. The HOMO-LUMO gap is 0.154 Eh. Its total charge is -1. For the maximum force, the calculation gives 0.7 eV Å⁻¹.

Structure (XYZ):
```
87
Properties=species:S:1:pos:R:3:lowdin_charge:R:1
O -3.61 -1.93 -5.59 -0.131
O 3.93 -1.42 5.99 -0.131
O 4.91 5.74 -3.78 -0.128
O 2.76 2.36 -2.06 -0.123
O -1.19 -5.42 -0.15 -0.129
O -0.14 3.61 4.75 0.060
O 0.33 -1.54 -0.24 -0.147
O -3.70 4.90 1.74 -0.140
O 1.18 1.15 3.72 -0.145
O 4.11 -3.49 1.41 -0.120
O -0.56 -1.31 -3.55 -0.127
O -0.79 1.13 -0.76 -0.116
O -0.83 2.54 -0.34 -0.189
O -2.39 -1.19 -1.33 -0.145
O -4.73 -4.78 -2.02 -0.137
O -1.65 4.98 3.98 0.071
C 2.55 0.85 3.79 -0.182
C -0.85 3.89 3.82 -0.527
C -0.88 -4.93 1.15 -0.165
C 2.82 -1.20 6.86 -0.158
C 4.32 -4.34 0.29 -0.174
C 2.85 2.91 -3.36 -0.167
C -3.38 -3.14 -4.87 -0.146
C 0.45 2.80 0.42 -0.279
C -2.85 -2.32 -0.61 -0.129
C -6.08 -4.55 -1.65 -0.159
C 0.29 3.62 1.63 -0.207
C -0.89 3.20 2.50 -0.199
C 6.27 5.71 -3.39 -0.166
C -0.93 -0.26 -4.43 -0.140
C -4.90 4.26 2.14 -0.150
C 1.51 -0.99 0.35 -0.131
H -3.32 4.43 0.98 0.083
H -3.09 -3.16 -1.26 0.059
H -4.09 -3.27 -4.05 0.060
H 0.34 -1.61 -3.73 0.091
H 1.96 1.84 -1.98 0.058
H 6.70 4.81 -3.83 0.076
H -0.20 -5.60 1.68 0.070
H 2.30 -1.72 0.24 0.061
H 1.10 3.32 -0.30 0.079
H -4.46 -5.64 -1.70 0.081
H 4.32 -2.26 6.23 0.065
H -0.25 0.60 -4.37 0.079
H 3.74 3.54 -3.38 0.053
H -3.51 -3.95 -5.58 0.076
H -5.67 4.32 1.37 0.072
H 2.96 2.13 -4.13 0.069
H -1.00 -0.61 -5.47 0.079
H -1.91 0.07 -4.11 0.076
H 4.62 -3.69 -0.53 0.078
H -4.73 3.21 2.40 0.082
H -0.82 2.12 2.72 0.113
H 5.11 -5.07 0.47 0.071
H 6.38 5.65 -2.30 0.079
H 3.82 -4.02 2.16 0.074
H 4.49 6.52 -3.39 0.079
H 2.06 -1.98 6.76 0.076
H 3.13 1.42 3.05 0.078
H -3.53 -1.21 -4.96 0.052
H -2.37 -3.19 -4.45 0.070
H -1.56 1.08 -1.35 0.063
H -0.37 -5.43 -0.66 0.071
H 0.86 1.79 0.58 0.077
H -2.25 5.11 3.22 0.070
H 1.37 -0.78 1.42 0.077
H 0.21 4.68 1.34 0.037
H -2.08 -2.63 0.10 0.055
H 3.14 -1.14 7.91 0.072
H -6.76 -5.28 -2.10 0.072
H -0.37 -0.88 -0.13 0.041
H 3.41 -4.86 0.00 0.070
H -1.86 3.37 2.00 0.073
H 1.04 2.11 3.87 0.040
H -0.44 -3.93 1.11 0.064
H -1.81 -4.88 1.70 0.079
H 6.83 6.58 -3.76 0.070
H -5.25 4.79 3.03 0.079
H -3.74 -2.03 -0.05 0.083
H 2.37 -0.25 6.58 0.069
H 2.67 -0.21 3.59 0.065
H 1.80 -0.06 -0.14 0.064
H 1.99 3.53 -3.61 0.079
H -1.59 -1.45 -1.81 0.033
H 2.96 1.06 4.78 0.061
H -6.35 -3.56 -2.01 0.079
H -6.21 -4.57 -0.56 0.076
```

=====

Molecular formula: C16H56N4O10
Method: DFT, ωB97M-V with the def2-TZVPD basis set

Its multiplicity is 1. The HOMO-LUMO gap is 0.313 Eh. As for the SMILES: COC[C@H](C)N.COC[C@H](C)N.COC[C@H](C)N.COC[C@H](C)N.O.O.O.O.O.O. For the maximum force, the calculation gives 3.2 eV Å⁻¹.

Structure (XYZ):
```
86
Properties=species:S:1:pos:R:3:lowdin_charge:R:1
O 1.16 -0.80 -0.72 -0.031
O -4.03 -1.36 1.25 -0.194
O -0.47 0.85 2.95 -0.031
O -0.33 1.35 0.20 -0.065
O -2.05 3.24 -0.77 -0.059
O 6.10 1.23 0.31 -0.167
O 1.08 3.77 -0.51 -0.048
O 2.88 -2.41 1.02 -0.226
O 0.46 4.00 2.29 -0.048
O 0.59 2.05 -4.27 -0.205
N 3.63 3.24 1.01 0.046
N -7.76 -1.67 0.93 0.026
N -0.30 -2.81 1.73 0.044
N -2.06 0.81 -5.06 0.042
C -1.38 0.75 -3.78 -0.448
C 2.67 1.24 1.82 -0.088
C 0.60 -4.31 3.51 -0.055
C 2.15 -3.57 1.57 -0.145
C -3.61 -0.48 0.22 -0.085
C 0.95 -3.22 2.48 -0.403
C -1.97 -0.41 -3.04 -0.076
C -6.53 -0.92 0.99 -0.457
C -6.57 -0.09 2.25 -0.073
C -5.32 -1.92 1.00 -0.189
C 3.90 -2.70 0.08 -0.122
C 1.98 2.08 -4.66 -0.085
C 4.73 1.00 0.33 -0.189
C 6.66 0.77 -0.85 -0.149
C 3.98 1.88 1.47 -0.354
C 0.16 0.73 -3.87 -0.173
H 0.54 0.60 -2.86 0.100
H 1.44 -4.55 4.15 0.075
H -6.44 -0.26 0.12 0.128
H 2.73 0.19 2.07 0.071
H 4.60 1.97 2.36 0.134
H -1.62 1.62 -3.17 0.129
H -7.45 0.56 2.19 0.076
H -0.23 -4.00 4.15 0.078
H -5.32 -2.55 0.11 0.119
H 0.51 -0.08 -4.52 0.129
H -1.60 2.55 -0.28 -0.033
H -0.60 1.11 1.09 0.011
H 0.11 0.57 -0.13 0.003
H 1.81 -4.30 0.84 0.124
H 0.91 -1.21 -1.55 0.054
H 6.49 -0.28 -1.09 0.082
H -3.06 -0.45 -3.13 0.085
H -5.53 -2.63 1.79 0.120
H -7.82 -2.15 1.82 0.068
H 0.67 3.92 1.36 -0.024
H -3.07 0.81 -4.96 0.066
H 4.21 1.15 -0.62 0.124
H -4.35 0.29 -0.01 0.089
H 0.03 0.72 3.77 0.063
H -2.09 3.97 -0.16 0.037
H -3.37 -1.06 -0.67 0.072
H 4.15 -1.85 -0.55 0.064
H 1.16 -2.24 2.90 0.124
H 2.19 1.77 2.64 0.072
H 0.32 -5.18 2.92 0.078
H 2.22 3.12 -4.42 0.086
H 2.76 3.29 0.49 0.016
H -0.61 -3.55 1.11 0.064
H 2.93 -4.04 2.16 0.120
H -1.63 -0.28 -2.01 0.055
H -8.53 -1.02 0.88 0.071
H 3.65 -3.42 -0.70 0.092
H 4.63 -0.03 0.65 0.095
H 2.06 1.99 -5.74 0.082
H -5.66 0.48 2.44 0.077
H 4.85 -2.94 0.58 0.096
H 7.73 0.97 -0.73 0.093
H -6.80 -0.68 3.14 0.080
H 1.96 -1.25 -0.47 0.020
H -1.11 0.14 2.96 0.052
H 1.89 1.23 1.06 0.054
H 0.86 4.12 -1.38 0.063
H -1.54 -1.37 -3.29 0.083
H 2.54 1.31 -4.13 0.081
H -1.82 1.67 -5.53 0.069
H 0.38 3.09 2.59 -0.012
H 6.36 1.34 -1.72 0.086
H -2.67 -0.03 0.55 0.071
H 0.07 -2.08 1.13 0.033
H 0.58 2.95 -0.45 -0.003
H 4.31 3.63 0.38 0.066
```

=====

Molecular formula: C16H56O20
Method: DFT, ωB97M-V with the def2-TZVPD basis set

Its multiplicity is 1. The HOMO-LUMO gap is 0.337 Eh. As for the SMILES: OCCO.OCCO.OCCO.OCCO.OCCO.OCCO.OCCO.OCCO.O.O.O.O. For the maximum force, the calculation gives 4.2 eV Å⁻¹.

Structure (XYZ):
```
92
Properties=species:S:1:pos:R:3:lowdin_charge:R:1
O -2.77 -0.81 -4.63 -0.019
O -0.04 -1.09 -3.38 -0.019
O -2.03 -2.92 -0.50 -0.035
O 1.43 3.41 -2.06 -0.130
O -4.41 3.73 -0.73 -0.060
O 2.17 -3.76 1.87 -0.075
O -0.99 3.00 3.51 -0.099
O -0.14 -0.31 2.28 -0.088
O 1.74 -2.89 -1.63 -0.064
O 4.03 -0.59 -1.53 -0.086
O 4.66 0.93 0.65 -0.069
O 2.35 -0.09 3.13 -0.071
O -5.02 -0.95 -1.77 -0.102
O 2.84 2.01 -3.87 -0.083
O 1.52 4.07 1.66 -0.080
O 0.80 -2.52 4.05 -0.078
O -1.18 2.13 -1.33 -0.101
O -3.42 -0.82 0.45 -0.025
O -0.47 -0.33 -0.74 -0.021
O -1.27 -2.80 1.94 -0.106
C -2.52 2.30 -0.90 -0.238
C 1.43 -3.19 0.76 -0.220
C 2.36 -3.21 -0.36 -0.235
C -0.74 0.93 2.20 -0.217
C 3.70 1.42 -2.85 -0.168
C -0.53 -3.14 4.08 -0.181
C 2.81 0.29 1.84 -0.262
C -4.56 -0.76 -3.16 -0.198
C 1.65 3.14 -0.60 -0.163
C -3.13 -1.07 -3.31 -0.286
C -0.29 1.78 3.46 -0.232
C -0.97 -3.86 2.81 -0.214
C 4.26 0.21 1.79 -0.254
C -3.08 3.66 -1.34 -0.192
C 0.89 4.16 0.38 -0.211
C 2.99 0.18 -2.15 -0.164
H 2.91 -4.11 -0.60 0.131
H -0.91 1.24 -1.02 0.025
H -1.20 -0.90 -0.49 0.030
H 2.34 2.73 -3.55 0.007
H 2.30 -3.18 -2.33 0.074
H -0.53 1.52 1.35 0.086
H -2.99 -2.09 -3.09 0.118
H 0.81 5.08 -0.12 0.085
H -0.32 -4.57 2.45 0.092
H 4.82 0.47 2.63 0.101
H 0.84 -1.94 4.82 0.097
H -2.88 0.14 -4.74 0.104
H 0.79 2.02 3.25 0.117
H 4.46 -0.91 1.77 0.148
H 0.67 -3.91 0.54 0.105
H 2.47 4.28 1.60 0.107
H -1.56 -3.10 1.09 0.011
H -1.22 -2.36 4.37 0.110
H 3.98 2.18 -2.17 0.095
H -5.17 -1.48 -3.66 0.111
H -0.79 -1.01 2.34 0.057
H -2.76 -2.42 -0.19 -0.013
H 3.19 -2.59 -0.28 0.080
H 2.43 1.34 1.78 0.116
H -2.62 -0.46 -2.64 0.088
H 0.46 3.33 -2.33 0.111
H -1.94 -4.36 2.97 0.134
H 2.28 0.57 -1.45 0.085
H -2.99 3.91 -2.43 0.131
H 1.40 0.03 3.15 0.004
H -2.44 2.17 0.15 0.095
H 1.25 2.13 -0.42 0.078
H -1.83 0.80 2.26 0.120
H 2.40 -0.41 -2.88 0.113
H -3.14 1.50 -1.18 0.081
H 4.55 1.19 -3.46 0.102
H 2.32 -0.22 1.04 0.099
H -3.93 -0.45 -0.31 0.040
H 1.91 -3.35 2.71 0.059
H -0.62 3.57 4.27 0.137
H -0.17 3.76 0.37 0.111
H -0.62 -3.93 4.92 0.140
H -4.97 3.86 -1.47 0.051
H -2.23 -3.84 -0.83 0.124
H -5.95 -1.21 -1.90 0.100
H 4.56 0.32 -0.11 0.048
H 2.77 3.15 -0.32 0.136
H -3.48 -0.16 1.10 0.018
H -5.01 0.21 -3.49 0.139
H -0.16 -0.92 -2.49 -0.065
H -0.56 1.26 4.41 0.131
H -0.46 -1.95 -3.30 0.035
H 1.04 -2.22 1.14 0.116
H 0.24 -0.64 -0.16 0.065
H -2.48 4.56 -0.93 0.135
H 4.67 -0.89 -2.16 0.094
```

=====

Molecular formula: C16H58F6N29O19S2
Method: DFT, ωB97M-V with the def2-TZVPD basis set

Its multiplicity is 2. The HOMO-LUMO gap (spin up / spin down) is 0.343 / 0.132 Eh. As for the expectation value of S²: 0.756. For the maximum force, the calculation gives 7.8 eV Å⁻¹.

Structure (XYZ):
```
130
Properties=species:S:1:pos:R:3:lowdin_spin:R:1
S -0.91 1.76 0.05 0.000
S 0.94 0.01 0.21 0.000
F 2.14 -2.38 0.33 0.000
F -3.32 1.36 -1.20 0.000
F -3.36 2.91 0.43 0.000
F 2.39 -1.46 -1.66 0.000
F -3.30 0.88 0.91 0.000
F 0.52 -2.23 -1.27 0.000
O 3.77 2.91 -3.02 0.000
O -0.77 0.14 6.05 0.707
O 1.36 -4.03 5.49 0.000
O -0.75 1.94 1.50 0.000
O -4.53 3.74 4.29 0.000
O 1.37 2.09 4.89 0.112
O 6.48 -0.62 -0.38 0.000
O -2.07 -3.66 2.29 0.000
O -1.71 -0.66 -4.91 0.000
O 4.72 -3.28 -2.70 0.000
O 3.65 -5.24 1.18 0.000
O -5.80 -0.54 1.16 0.000
O 0.80 -0.30 1.67 0.000
O 2.01 0.97 -0.02 0.000
O -7.04 6.15 0.27 0.000
O -0.29 -6.01 -3.23 0.000
O -0.63 3.84 -4.19 0.000
O -0.41 2.79 -0.83 0.000
O 1.26 5.30 -1.12 0.000
N 2.70 0.52 4.23 0.007
N -0.52 0.62 -3.62 0.000
N -2.52 3.23 3.49 0.000
N -5.42 -0.20 -1.07 0.000
N -2.56 2.92 -3.46 0.000
N 4.77 -3.68 0.15 0.000
N 4.56 -5.54 -0.93 0.000
N 5.06 0.84 -1.37 0.000
N 1.62 2.58 -2.93 0.000
N -2.21 -1.39 5.34 0.029
N 4.96 -1.37 -4.07 0.000
N 3.11 -2.87 4.92 0.000
N 2.55 2.10 2.87 0.005
N 0.92 -5.73 -1.39 0.000
N -0.53 0.38 -0.60 0.000
N 2.27 4.25 -4.05 0.000
N -5.20 4.96 0.57 0.000
N -3.22 -2.35 0.95 0.000
N 6.62 -2.38 -3.30 0.000
N 1.26 -4.52 -3.10 0.000
N 4.60 0.32 0.53 0.000
N -3.99 1.65 3.91 0.000
N -1.62 -3.57 0.17 0.000
N -2.64 4.50 -5.01 0.000
N -1.69 -0.85 -2.75 0.000
N -0.98 -0.24 3.86 0.048
N -7.25 -1.31 -0.41 0.000
N -6.19 6.16 2.25 0.000
N 1.77 -3.55 3.34 0.000
C -1.89 3.64 -4.24 0.000
C 5.37 -2.51 -3.40 0.000
C -1.39 -0.30 -3.85 0.000
C -2.89 1.72 0.01 0.000
C 2.64 3.22 -3.32 0.000
C 2.01 -3.46 4.61 0.000
C -2.24 -3.11 1.21 0.000
C 5.50 0.10 -0.38 0.000
C -6.16 5.80 0.95 0.000
C 2.16 1.67 4.04 0.009
C -6.16 -0.68 -0.03 0.000
C -3.72 2.93 3.88 0.000
C 1.53 -1.66 -0.66 0.000
C 0.56 -5.46 -2.63 0.000
C -1.26 -0.53 5.14 0.074
C 4.32 -4.91 0.21 0.000
H 3.33 1.60 2.47 0.000
H -2.06 2.14 -3.03 0.000
H 1.74 1.93 -2.16 0.000
H 3.98 -1.17 -3.95 0.000
H -1.19 -0.77 3.03 0.004
H 2.49 -3.57 2.63 0.000
H -1.27 -0.44 -1.93 0.000
H -5.38 5.95 2.81 0.000
H 7.20 -1.67 -3.73 0.000
H 3.45 -2.94 5.87 0.000
H 4.23 1.41 -1.36 0.000
H 2.88 5.05 -4.09 0.000
H 4.30 -6.47 -1.23 0.000
H -2.12 5.23 -5.48 0.000
H -3.88 -2.18 1.69 0.000
H -3.36 0.94 3.57 0.000
H 5.79 0.68 -2.05 0.000
H 4.03 1.15 0.45 0.000
H -7.04 6.66 2.45 0.000
H -3.65 4.56 -4.99 0.000
H -0.36 0.56 3.81 -0.001
H 2.50 0.14 5.15 0.000
H -7.81 -1.78 0.29 0.000
H 3.69 -2.45 4.20 0.000
H -0.23 0.80 -2.67 0.000
H 3.25 0.11 3.49 0.000
H 1.70 -3.78 -2.57 0.000
H 1.30 4.45 -3.88 0.000
H 2.17 5.10 -0.88 0.000
H 0.73 2.89 -3.29 0.000
H -3.56 2.99 -3.35 0.000
H 0.74 4.63 -0.67 0.000
H 4.48 -3.22 1.00 0.000
H -5.35 4.62 -0.37 0.000
H -4.85 4.39 1.32 0.000
H -5.82 -0.15 -2.00 0.000
H 4.57 -3.27 -0.75 0.000
H -2.34 -1.62 -2.80 0.000
H -4.52 0.22 -0.88 0.000
H -3.29 -1.87 0.07 0.000
H -2.29 4.21 3.58 0.000
H -1.84 2.53 3.22 0.000
H -7.00 -1.70 -1.31 0.000
H -2.47 -1.58 6.30 0.000
H 0.83 -3.76 3.05 0.000
H -1.14 -4.44 0.31 0.000
H 4.90 -4.90 -1.64 0.000
H -2.59 -1.85 4.52 0.004
H -0.06 1.26 -4.27 0.000
H 2.33 3.00 2.47 0.000
H 7.03 -3.04 -2.66 0.000
H 4.57 -0.23 1.38 0.000
H -4.99 1.49 3.84 0.000
H 0.71 -6.56 -0.85 0.000
H 1.75 -5.29 -1.03 0.000
H 0.89 -4.24 -4.00 0.000
H 5.60 -0.81 -4.60 0.000
H -1.81 -3.27 -0.78 0.000
```